Record 1
Below is a cluster of 11 separate species, C24H72N2O11 in total in a non-equilibrium geometry, with properties calculated with ωB97M-V/def2-TZVPD.

Properties
relative energy (zero: lowest compared OMol25 entry of this formula, charge and spin) = 0.00 kcal/mol
F_max = 3.11 eV Å⁻¹
M = 564.84 g/mol
LUMO level = 0.648 eV
structure (SMILES) = COC[C@H](C)N.COC[C@H](C)N.CCO.CCO.CCO.CCO.CCO.CCO.CCO.CCO.O

Element x y z (Å)
H1 13.3239 17.0114 9.7230
H2 15.0141 17.5743 10.3653
H3 15.1145 17.7752 16.3569
H4 17.1724 15.4557 5.7650
H5 8.5402 17.7924 6.0183
H6 16.5391 14.3458 4.4955
N1 12.5629 19.8807 16.2340
H7 11.1733 13.9874 10.9469
H8 7.4965 18.6462 7.1725
H9 13.1025 10.8380 15.0899
C1 18.5080 15.9231 12.0985
H10 13.1651 12.1578 8.1718
H11 13.6290 16.5898 12.1498
H12 10.9070 9.5234 13.3425
C2 17.4275 10.8548 11.9966
H13 9.8387 11.2241 10.9853
C3 12.2465 10.1684 14.8737
H14 17.8239 11.8418 11.5588
H15 7.5424 16.9280 7.1019
H16 12.1909 14.2068 7.9462
H17 13.6026 9.3688 12.8522
H18 18.2190 14.5429 10.1000
O1 13.1192 16.4882 14.8505
C4 14.2928 18.3066 16.7792
O2 15.7011 9.8472 13.3908
H19 10.0401 13.3246 12.0985
H20 8.8434 18.0681 9.0253
H21 14.7503 6.4320 11.7671
H22 14.8172 19.1063 17.3584
H23 14.9329 16.2218 9.3408
H24 10.7719 14.0217 8.4797
H25 10.0913 16.0848 10.9441
H26 13.8059 7.2580 9.6200
H27 18.6613 17.4104 10.4134
H28 15.4482 14.9132 5.7955
C5 10.6044 11.8372 10.6060
H29 18.2153 14.8412 12.1950
O3 16.9768 13.7284 7.7952
C6 9.8797 16.4708 8.2354
H30 12.0778 20.4200 15.5183
H31 14.2316 9.0997 10.4466
H32 15.8458 9.2363 12.6252
H33 13.9176 14.2677 10.6263
H34 12.2192 15.6924 13.1950
H35 16.2070 12.7034 6.2491
C7 14.1486 15.9427 11.4199
H36 11.8429 17.3034 16.0949
H37 17.8342 16.3633 12.8096
H38 11.3926 10.5383 15.5076
O4 15.1978 13.3477 9.8147
H39 15.4522 11.5671 12.2143
H40 18.2598 10.3536 12.5144
C8 11.8493 10.0694 13.4003
O5 13.3590 14.8259 11.1941
O6 11.3847 13.6849 7.8067
C9 16.5150 14.6233 5.5279
O7 15.1128 8.6512 10.3535
H41 14.8036 12.0979 7.3548
C10 12.4492 17.6225 15.2689
H42 17.0968 16.4935 10.6754
C11 10.7649 16.7703 10.5455
C12 14.9076 11.9769 9.4639
H43 10.2766 16.0984 7.3171
H44 11.6031 11.0741 13.0032
H45 10.6384 11.8790 9.5137
H46 12.8682 14.5672 14.4465
C13 12.3367 15.4818 14.2591
C14 16.9452 13.4650 6.4204
H47 14.0179 19.1994 14.9108
H48 17.8957 13.0418 6.1495
H49 16.3050 11.7797 13.6735
H50 13.8311 17.6160 17.4158
H51 17.1116 10.1585 11.1672
H52 11.5998 11.5338 10.9388
C15 10.3145 13.3095 11.0357
C16 14.1589 11.8110 8.1298
H53 15.4343 7.1729 8.8057
C17 14.8407 7.3302 9.7480
H54 16.2345 6.1383 10.9425
H55 19.5361 16.0364 12.4025
O8 11.0280 16.5298 9.1947
O9 12.6582 9.3177 12.5614
H56 14.1226 10.7419 7.9681
C18 18.1899 16.4004 10.6671
N2 10.3867 18.7897 7.6756
O10 18.5698 15.3648 9.7323
H57 11.1541 18.6302 8.3366
H58 14.4707 11.5368 10.3177
H59 14.6579 5.2748 10.4911
O11 9.3184 13.8972 10.2748
C19 15.1879 6.2296 10.7958
C20 16.2145 11.1001 12.8594
H60 11.3030 15.4446 14.7003
H61 11.8317 19.5089 16.8234
H62 9.9984 19.7672 7.6269
C21 13.3714 18.7730 15.7120
H63 9.1990 15.7538 8.6527
C22 9.3018 17.8526 8.0630
H64 15.8916 11.4816 9.4638
C23 14.3522 16.7730 10.1126
H65 15.0806 15.6830 11.8468
H66 8.6105 13.2241 10.2493
C24 8.2010 17.7908 7.0116
H67 11.7759 17.9371 14.4013
H68 12.4691 9.1760 15.1969
H69 10.5180 17.8057 10.7315
H70 11.7152 16.5980 11.0328
H71 17.6125 14.4159 8.1057
H72 15.8056 13.6287 9.0930

These are the Löwdin partial charges, in e, on atoms 1 to 8: H 0.072; H 0.052; H 0.066; H 0.071; H 0.058; H 0.064; N 0.026; H 0.088


Record 2
Below is the ion C6H9O with charge -1 in a non-equilibrium geometry, with properties calculated with ωB97M-V/def2-TZVPD.

Properties
total charge = -1
relative energy (zero: lowest compared OMol25 entry of this formula, charge and spin) = 0.00 kcal/mol
F_max = 3.27 eV Å⁻¹
M = 97.14 g/mol
LUMO level = 4.054 eV
structure (SMILES) = C=CC[C@@H]1C[C@@H]1[O-]

Element x y z (Å)
H1 2.5036 0.3252 0.5860
H2 -2.4317 -1.5364 2.4985
H3 1.3214 -1.0647 -1.0623
O1 0.9755 2.4610 -1.4480
H4 0.9213 1.2646 0.9439
C1 1.6068 1.3753 -1.1461
C2 -0.6492 -0.2590 -0.7193
C3 0.7935 -0.1604 -0.7412
C4 -1.4104 -1.2951 0.6268
C5 1.5486 0.7261 0.2233
C6 -2.1379 -0.8737 1.6734
H5 2.5525 1.1596 -1.6900
H6 -2.4813 0.1661 1.7492
H7 -0.9139 -2.2717 0.7611
H8 -1.0530 -0.7330 -1.6263
H9 -1.1458 0.7162 -0.6289

These are the Löwdin partial charges, in e, on atoms 1 to 8: H 0.077; H 0.022; H 0.087; O -0.247; H 0.098; C -0.500; C -0.160; C -0.309


Record 3
Below is a structure of composition C44H28BrF4HgN9O3PS in a non-equilibrium geometry, with properties calculated with ωB97M-V/def2-TZVPD.

Properties
total charge = -2
spin multiplicity = 2
relative energy (zero: lowest compared OMol25 entry of this formula, charge and spin) = 43.39 kcal/mol
F_max = 2.09 eV Å⁻¹
M = 1150.30 g/mol
LUMO level (spin up / spin down) = 2.824 / 2.825 eV

Element x y z (Å)
H1 1.6876 -0.7310 6.0789
H2 4.5886 -1.8591 1.9570
C1 5.6284 -0.5248 0.6382
C2 2.9284 0.0199 -4.2012
N1 2.0548 0.4448 3.4466
C3 2.6350 -4.3721 -2.6230
C4 -5.7967 1.8912 -1.4458
H3 -0.2978 -1.9428 -3.1756
H4 -7.2402 0.0366 0.9456
H5 3.5853 -2.7718 -1.5895
C5 1.3591 1.6959 -3.4933
C6 5.5494 0.2599 -0.4989
C7 -5.1713 0.6570 0.9563
C8 2.6208 1.3166 2.6014
C9 -4.1994 1.3974 0.2872
C10 -0.7467 -1.4094 2.4362
C11 1.6544 -2.1920 -2.3216
N2 -2.9134 1.5462 0.8297
C12 0.4783 -1.1201 4.3517
C13 -1.3945 -2.6369 4.6343
O1 -9.1415 0.1022 -0.6700
N3 0.2546 -0.5240 2.1417
H6 2.6340 2.5322 -0.4332
S1 -8.4505 1.1625 -1.4079
C14 4.5297 -1.2626 1.0557
H7 -0.4162 -4.2415 -4.0533
C15 0.8444 -1.2727 5.6794
H8 6.4012 0.8487 -0.8129
C16 3.6475 2.0989 3.1813
C17 -0.3307 3.5235 2.0743
C18 2.9311 2.4258 0.6048
F1 3.6551 -1.0909 -3.9719
C19 -6.7647 1.1984 -0.7501
F2 4.0097 0.2171 -6.2990
N4 -1.6649 -1.9275 1.6720
H9 -1.5904 -3.4465 6.6015
N5 -1.4246 -0.6566 -0.3559
C20 -1.0153 -2.7963 5.9550
N6 2.2860 1.4910 1.2975
N7 -0.2865 4.2700 3.0585
C21 2.0380 0.4769 -3.2049
C22 -1.9379 -0.4415 -1.5703
C23 1.5530 2.3671 -4.6824
H10 -2.8941 1.3732 1.8280
C24 -0.6346 -1.8025 3.8319
F3 0.9137 3.5236 -4.9197
C25 0.0913 -2.1229 6.4708
H11 1.4689 -5.8022 -3.7073
C26 2.7028 -3.0858 -2.1238
C27 1.0104 -0.3148 3.2618
H12 -1.4771 0.3497 -2.1513
H13 -3.4535 -3.1799 0.5234
F4 2.5957 2.5216 -6.8237
O2 -8.9695 2.5046 -1.1334
H14 3.4681 -5.0449 -2.4664
C28 -3.0472 -2.4150 -0.1177
C29 -3.5629 -2.1664 -1.3592
C30 -6.4536 0.5723 0.4375
C31 -4.5128 1.9871 -0.9377
H15 -6.0750 2.3681 -2.3735
H16 4.3964 3.9860 0.5044
H17 2.4959 -1.8035 0.6279
N8 -0.8893 6.4694 3.9002
C32 4.3801 0.2921 -1.2377
H18 6.5500 -0.5608 1.2020
Br1 0.2352 2.5239 -2.1927
P1 1.6714 -0.4604 -1.6966
H19 4.3255 0.8974 -2.1304
C33 -1.9912 -1.6304 0.4063
N9 -0.3084 2.7243 1.2102
H20 3.8749 1.9157 4.2180
H21 -3.3755 -0.8919 -3.0907
C34 3.2875 -0.4650 -0.8437
H22 -2.2603 -3.1390 4.2355
C35 0.4620 -3.9129 -3.5151
H23 5.0484 3.6795 2.8979
Hg1 0.0983 0.7949 0.5389
C36 2.4214 1.8716 -5.6537
H24 -2.4976 2.4450 0.6095
H25 0.3537 -2.2569 7.5119
H26 -4.9077 0.1710 1.8895
C37 4.2855 3.0590 2.4506
C38 3.9215 3.2343 1.1148
C39 3.1307 0.6848 -5.3861
C40 -2.9891 -1.1426 -2.1150
C41 0.5299 -2.6220 -3.0221
H27 -3.7417 2.5402 -1.4602
C42 1.5157 -4.7926 -3.3212
C43 3.3607 -1.2257 0.3226
O3 -8.2902 0.8878 -2.8371
C44 -0.6387 5.4384 3.4423
H28 -4.3969 -2.7371 -1.7444

These are the Löwdin partial charges, in e, on atoms 1 to 8: H 0.099; H 0.110; C -0.082; C -0.207; N 0.129; C -0.083; C -0.071; H 0.091


Record 4
Below is a cluster of 2 separate species, C16H15FN2O5 in total in a non-equilibrium geometry, with properties calculated with ωB97M-V/def2-TZVPD.

Properties
relative energy (zero: lowest compared OMol25 entry of this formula, charge and spin) = 154.28 kcal/mol
F_max = 3.06 eV Å⁻¹
M = 334.30 g/mol
LUMO level = -1.253 eV
structure (SMILES) = CCOC(=O)[C@H](F)C(=O)c1ccc([N+](=O)[O-])cc1.c1ccncc1

Element x y z (Å)
H1 -1.2651 -1.2346 -3.3968
H2 2.3322 4.3698 -0.3376
C1 -1.4969 -0.2661 -3.8890
C2 -1.0582 2.0204 -3.9834
O1 -3.7627 -2.1245 3.8101
H3 3.6375 4.3467 0.9408
F1 2.3082 -1.0225 -0.8062
H4 1.4443 -3.9637 2.7294
H5 -3.2530 1.1458 -6.3950
C3 -2.3698 -0.2007 -4.9782
C4 -2.5768 1.0532 -5.5711
C5 -1.6267 -2.7071 3.0957
C6 1.8268 3.0804 1.3685
C7 1.8968 0.5891 1.2270
C8 -1.6405 -1.7720 2.0351
H6 -0.4890 2.8732 -3.5738
C9 0.7203 -2.1897 1.7147
H7 -2.8671 -1.1261 -5.3035
H8 0.7863 3.0707 1.0405
O2 -2.5737 -3.5896 5.0073
C10 2.1541 -1.9496 1.2985
C11 -1.9128 2.1833 -5.0798
C12 -0.4699 -1.5333 1.2972
H9 -2.0353 3.1829 -5.4786
H10 -2.5909 -1.3033 1.7900
C13 2.5332 4.2878 0.7524
N1 -2.7433 -2.8259 4.0181
O3 1.2101 0.4914 2.2302
H11 -0.4709 -0.8639 0.4379
H12 -0.4670 -4.1781 4.2217
H13 3.6430 -0.5794 0.6146
C14 -0.4833 -3.4492 3.4144
C15 2.5390 -0.6793 0.5347
H14 2.0854 5.1912 1.2371
H15 1.8912 3.1467 2.4794
O4 2.4581 1.7816 0.8811
N2 -0.9535 0.8377 -3.4364
O5 3.0248 -2.8081 1.4507
C16 0.6151 -3.2854 2.6023

These are the Löwdin partial charges, in e, on atoms 1 to 8: H 0.113; H 0.081; C -0.164; C -0.164; O 0.058; H 0.090; F 0.022; H 0.121


Record 5
Below is a cluster of 2 separate species, C3H5O2 in total in a non-equilibrium geometry, with properties calculated with ωB97M-V/def2-TZVPD.

Properties
total charge = +1
relative energy (zero: lowest compared OMol25 entry of this formula, charge and spin) = 34.79 kcal/mol
F_max = 4.97 eV Å⁻¹
M = 73.07 g/mol
LUMO level = -5.389 eV

Element x y z (Å)
O1 1.5171 0.5195 -0.3795
O2 -3.3885 0.5430 0.0226
H1 -0.4689 -0.0905 0.2911
H2 3.4219 0.8033 -0.6063
H3 -1.3976 -1.0784 -1.1351
H4 2.8439 1.0806 1.2184
C1 -2.4077 -0.0199 0.0654
H5 -1.4322 -1.6692 0.4852
C2 2.5872 0.6777 0.1401
C3 -1.2753 -0.7662 -0.1019

These are the Löwdin partial charges, in e, on atoms 1 to 8: O -0.044; O 0.406; H 0.136; H 0.098; H 0.163; H 0.125; C -0.012; H 0.156


Record 6
Below is a cluster of 2 separate species, C6H14O in total in a non-equilibrium geometry, with properties calculated with ωB97M-V/def2-TZVPD.

Properties
relative energy (zero: lowest compared OMol25 entry of this formula, charge and spin) = 56.72 kcal/mol
F_max = 3.05 eV Å⁻¹
M = 102.18 g/mol
LUMO level = 0.777 eV
structure (SMILES) = C=C(CC)CC.O

Element x y z (Å)
H1 -1.3583 -1.2777 0.9061
H2 -2.9890 0.5981 0.4740
C1 -0.2985 -0.0688 -0.4957
H3 -1.5329 -1.7390 -0.7681
H4 -0.6074 2.0457 -0.6763
H5 1.7198 1.8757 -1.3827
H6 1.5124 2.8928 0.0469
H7 1.5763 -0.4456 -1.0701
C2 -1.4792 -0.8551 -0.0968
H8 -3.6056 -0.7140 -0.6050
H9 1.8843 -1.5597 1.3310
H10 2.1586 1.3705 0.2790
O1 2.2716 -1.4914 2.2132
C3 1.4070 1.8787 -0.3323
H11 1.6819 -1.9798 2.7849
C4 0.5772 -0.6070 -1.4224
C5 -0.0360 1.3630 -0.0658
H12 0.1336 -1.2051 -2.2066
H13 -0.2828 1.3889 0.9872
C6 -2.7786 -0.0353 -0.3856
H14 -2.6307 0.5731 -1.3038

These are the Löwdin partial charges, in e, on atoms 1 to 8: H 0.116; H 0.066; C -0.357; H 0.106; H 0.110; H 0.076; H 0.064; H 0.045


Record 7
Below is the molecule C16H21N3O3S in a non-equilibrium geometry, with properties calculated with ωB97M-V/def2-TZVPD.

Properties
relative energy (zero: lowest compared OMol25 entry of this formula, charge and spin) = 57.84 kcal/mol
F_max = 1.74 eV Å⁻¹
M = 335.43 g/mol
LUMO level = 0.514 eV
structure (SMILES) = CCOc1ccc(C(=O)Nc2nnc(C(C)C)s2)cc1OCC

Element x y z (Å)
H1 6.9699 0.8678 1.9236
C1 6.9894 1.4445 1.0015
C2 -2.7158 0.8255 0.3507
S1 3.9493 0.7989 -0.2786
O1 -4.5996 -0.6281 0.2884
N1 5.2406 -1.3671 0.1661
H2 -6.0029 2.4510 -1.3657
H3 -2.7914 -2.4897 -0.3737
H4 -6.9100 -1.4201 1.2242
C3 6.7780 0.5185 -0.2011
H5 -7.1870 -2.6753 0.0074
C4 -2.3933 -1.5047 -0.1900
H6 -5.3928 1.3790 0.8157
C5 5.4410 -0.1272 -0.0928
C6 3.1581 -0.7217 0.0407
H7 -4.7986 -2.6420 0.7134
H8 7.7240 -1.1787 -1.1446
C7 -4.9729 2.1793 -1.1520
O2 1.4147 1.3414 -0.3383
H9 -4.7683 1.2074 -1.5941
C8 7.8791 -0.5347 -0.2838
H10 6.2080 2.2000 1.0453
H11 -7.0751 -0.9758 -0.4765
H12 -4.9656 -2.1971 -1.0093
H13 6.7858 1.1285 -1.1122
O3 -3.3955 1.9463 0.7061
C9 -0.4830 -0.0634 -0.0455
C10 -1.3420 0.9915 0.2464
C11 0.9618 0.2350 -0.1264
H14 7.8669 -1.1541 0.6081
H15 -0.9327 1.9763 0.4080
N2 1.7978 -0.8398 0.0719
C12 -4.7564 2.1401 0.3562
N3 3.9594 -1.7148 0.2432
C13 -5.1900 -1.8856 0.0199
C14 -6.6914 -1.7296 0.2058
H16 -4.3111 2.9137 -1.6052
C15 -3.2558 -0.4650 0.1456
C16 -1.0267 -1.3205 -0.2811
H17 -0.4111 -2.1601 -0.5669
H18 8.8500 -0.0532 -0.3716
H19 1.4365 -1.7530 0.3042
H20 7.9523 1.9430 0.9228
H21 -4.9934 3.1137 0.7944

These are the Löwdin partial charges, in e, on atoms 1 to 8: H 0.088; C -0.076; C -0.183; S 1.147; O -0.074; N 0.003; H 0.078; H 0.106


Record 8
Below is the molecule C4H6O2 in a non-equilibrium geometry, with properties calculated with ωB97M-V/def2-TZVPD.

Properties
relative energy (zero: lowest compared OMol25 entry of this formula, charge and spin) = 112.96 kcal/mol
F_max = 1.11 eV Å⁻¹
M = 86.09 g/mol
LUMO level (spin up / spin down) = -1.101 / -2.028 eV

Element x y z (Å)
H1 0.2837 0.2113 -1.4079
C1 -0.2999 -0.5382 0.4571
C2 -1.7742 -0.5334 0.0979
H2 2.4325 1.2417 0.2403
O1 -0.2760 1.7979 -0.1814
H3 -2.1959 0.4642 -0.1189
C3 0.3710 0.7258 -0.3816
H4 -0.1819 -0.2801 1.5136
O2 -2.4185 -1.5532 0.0716
H5 2.1709 -0.4984 -0.3827
C4 1.7586 0.4817 -0.1571
H6 0.1297 -1.5194 0.2491

These are the Löwdin partial charges, in e, on atoms 1 to 8: H 0.201; C -0.049; C -0.250; H 0.091; O -0.040; H 0.131; C -0.649; H 0.129